A structure of composition C36H52CaN2P2Se. Source: the Open Molecules 2025 dataset; level of theory: ωB97M-V/def2-TZVPD.

Orbital gap (eV): 4.9

The geometry in ORCA input format:
```
! wB97M-V def2-TZVPD RIJCOSX def2/J DEFGRID3
* xyz -2 1
Ca 0.81819 1.05795 0.92142
C 4.81150 0.88138 0.21372
P 3.36959 1.42961 -0.77275
C 3.92998 0.84737 -2.43988
C 3.70144 3.23469 -0.99207
C 4.99614 3.66921 -1.27773
C 5.28977 5.01004 -1.46212
C 4.27330 5.95054 -1.37908
C 2.98059 5.52968 -1.11488
C 2.67872 4.18312 -0.91293
P 0.94472 3.67422 -0.56981
C 0.09777 4.35852 -2.06190
C 0.39863 4.91268 0.66007
H 5.76907 1.21848 -0.19063
H 4.80306 -0.21089 0.22239
H 4.65218 1.24896 1.23025
H 4.95339 1.14675 -2.68023
H 3.25975 1.22568 -3.21362
H 3.87085 -0.24392 -2.45157
H 5.79886 2.94462 -1.34491
H 6.30940 5.31753 -1.66475
H 4.48506 7.00503 -1.51462
H 2.18863 6.26708 -1.04889
H 0.22244 5.43976 -2.16665
H -0.96705 4.13317 -1.96825
H 0.46652 3.86973 -2.96501
H 0.50351 5.94388 0.30996
H 0.97670 4.72923 1.56806
H -0.65640 4.72162 0.87428
C -1.49115 1.33238 4.02767
C -1.95473 1.95777 2.71074
C -2.47031 3.37995 2.94507
C -2.96388 1.09584 1.97301
C -4.21698 0.93675 2.53697
C -5.21382 0.18418 1.92800
C -4.93240 -0.36660 0.68546
C -3.69506 -0.23996 0.06734
C -3.55440 -0.66016 -1.38627
C -3.67655 0.57900 -2.27927
C -4.52372 -1.74811 -1.84146
C -2.61974 0.43975 0.74208
N -1.34730 0.57688 0.28619
C -0.71584 -0.41593 -0.52425
C -0.58688 -1.71966 -0.15017
N -0.00555 -2.72791 -0.83936
C 0.30125 -3.83198 -0.08407
C 0.89348 -3.76675 1.21680
C 1.06357 -4.94778 1.94076
C 0.74541 -6.19268 1.42777
C 0.28530 -6.26421 0.11576
C 0.07619 -5.12814 -0.64520
C -0.43371 -5.29381 -2.06865
C -1.84678 -4.74193 -2.28220
C 0.53773 -4.71821 -3.10326
C 1.54316 -2.51830 1.82222
C 0.67569 -1.61868 2.71834
C 2.35113 -1.69623 0.81835
H -0.64176 1.88641 4.43490
H -1.17316 0.29849 3.87332
H -2.30643 1.32105 4.75865
H -1.06458 2.07925 2.09351
H -3.34133 3.38208 3.60652
H -2.77035 3.84239 2.00147
H -1.68933 3.99219 3.40474
H -4.41826 1.41321 3.49317
H -6.18448 0.05540 2.39264
H -5.71875 -0.90389 0.16585
H -2.55305 -1.05209 -1.53548
H -4.67051 1.02822 -2.17937
H -3.51542 0.32533 -3.33344
H -2.93482 1.32639 -1.98732
H -5.55799 -1.39158 -1.89379
H -4.49360 -2.60930 -1.17003
H -4.24922 -2.09276 -2.84274
H -0.28778 -0.09340 -1.48005
H -1.07224 -1.98505 0.79568
H 1.49964 -4.87770 2.93457
H 0.89117 -7.09087 2.01726
H 0.06930 -7.23265 -0.32917
H -0.48641 -6.37755 -2.23852
H -1.85277 -3.65923 -2.16408
H -2.54738 -5.16703 -1.55858
H -2.20096 -4.99423 -3.28849
H 0.64396 -3.64505 -2.94750
H 0.16613 -4.89780 -4.11899
H 1.52297 -5.18410 -3.01362
H 2.28859 -2.92615 2.51326
H -0.13490 -1.11008 2.18891
H 1.30475 -0.86306 3.20346
H 0.18732 -2.20546 3.50048
H 1.73457 -1.32670 -0.00525
H 3.13494 -2.30494 0.35877
H 2.83045 -0.85968 1.34121
Se 2.44125 2.51879 2.44176
*
```

Löwdin atomic charge list, values in e, 5 entries: atom 1 (Ca): 0.615, atom 2 (C): -0.322, atom 3 (P): 0.809, atom 4 (C): -0.295, atom 5 (C): -0.396